[1]
C3H4Mg2O4 | ωB97M-V/def2-TZVPD

Properties
Total charge   +1
Orbital gap (alpha / beta)   4.31 / 7.34 eV
Multiplicity   2
Expectation value of S²   0.80
Relative energy (zero: lowest compared OMol25 entry of this formula, charge and spin)   1.587 eV
LUMO energy (alpha / beta)   -5.634 / -4.977 eV

The geometry in XYZ format:
```
13
C3H4Mg2O4 | the OMol25 dataset | ωB97M-V/def2-TZVPD
O 1.7450 -0.8702 0.3484
C 0.7176 0.0003 0.2891
O -0.0625 0.1274 1.4493
C 0.6708 0.2332 2.7021
Mg 2.2671 -1.0534 2.1814
H -0.2858 -0.0934 -1.0500
H -0.0421 -0.0659 3.4848
H 0.9000 1.3025 2.8772
H 0.9278 0.9978 -0.1457
O -2.3166 0.4208 -2.2739
C -1.1902 -0.1365 -2.3012
O -0.7662 -0.6723 -3.3565
Mg -2.5649 -0.1904 -4.2049
```

***

[2]
C3H4MgO4Rb | ωB97M-V/def2-TZVPD

Properties
Total charge   +1
Orbital gap   6.40 eV
Relative energy (zero: lowest compared OMol25 entry of this formula, charge and spin)   1.817 eV
LUMO energy   -4.068 eV

The geometry in XYZ format:
```
13
C3H4MgO4Rb | the OMol25 dataset | ωB97M-V/def2-TZVPD
H -1.3899 -1.3968 2.3493
C -0.5772 -2.1230 2.2565
C -0.7284 -3.4898 2.7323
O -0.8283 -3.1661 1.3399
H 0.1736 -4.0426 3.0103
H -1.6583 -3.8080 3.2108
O 0.6819 -1.5810 2.2400
H 0.6754 -0.7238 1.7925
O 1.9047 2.5246 -0.4502
C 1.3710 2.7410 -1.4473
Mg -0.8068 7.2159 -9.0605
Rb 0.2510 4.7966 -5.4930
O 0.9313 3.0530 -2.4807
```

***

[3]
C3H4N | ωB97M-V/def2-TZVPD

Properties
Total charge   +1
Orbital gap   10.19 eV
Relative energy (zero: lowest compared OMol25 entry of this formula, charge and spin)   0.192 eV
LUMO energy   -5.720 eV

The geometry in XYZ format:
```
8
C3H4N | the OMol25 dataset | ωB97M-V/def2-TZVPD
C -1.9480 -0.2728 0.0280
N -0.8965 0.2082 0.0499
C 0.3854 0.6128 0.0377
C 1.3537 -0.3227 0.0569
H -3.0161 -0.6290 0.0496
H 0.6241 1.7607 0.0562
H 2.4549 -0.0705 -0.1184
H 1.0424 -1.2867 -0.1600
```

***

[4]
C3H4N2 | ωB97M-V/def2-TZVPD

Properties
Orbital gap   10.85 eV
Relative energy (zero: lowest compared OMol25 entry of this formula, charge and spin)   1.988 eV
LUMO energy   0.609 eV

The geometry in XYZ format:
```
9
C3H4N2 | the OMol25 dataset | ωB97M-V/def2-TZVPD
N 2.6983 0.2924 -0.5366
C 1.6208 -0.0004 -0.2322
C 0.2378 0.3830 -0.0709
C -1.0123 -0.3743 -0.2596
N -0.6467 0.1484 1.0556
H 0.2320 1.4071 -0.4214
H -1.7854 0.1895 -0.7729
H -1.0309 -1.4474 -0.4220
H -0.3136 -0.5983 1.6601
```

***

[5]
C3H4N2 | ωB97M-V/def2-TZVPD

Properties
Orbital gap   9.45 eV
Relative energy (zero: lowest compared OMol25 entry of this formula, charge and spin)   2.868 eV
LUMO energy   0.311 eV

The geometry in XYZ format:
```
9
C3H4N2 | the OMol25 dataset | ωB97M-V/def2-TZVPD
N -2.2056 -0.5462 -0.1267
C -1.1055 -0.0106 0.1951
C -0.1523 0.9360 0.0883
C 1.1480 0.5236 -0.0522
N 1.6483 -0.8112 -0.0591
H -0.4844 2.0388 -0.0767
H 2.0578 1.2801 -0.4317
H 2.3418 -1.1328 0.6131
H 0.6452 -1.3783 -0.1916
```

***

[6]
C3H4N2 | ωB97M-V/def2-TZVPD

Properties
Orbital gap   9.80 eV
Relative energy (zero: lowest compared OMol25 entry of this formula, charge and spin)   3.863 eV
LUMO energy   1.168 eV

The geometry in XYZ format:
```
9
C3H4N2 | the OMol25 dataset | ωB97M-V/def2-TZVPD
C 0.4947 1.1640 0.2903
C -2.0327 -0.4637 0.5070
C 1.1654 0.2283 0.0313
N 1.7278 -0.9996 -0.2348
N -2.8734 -0.1364 -0.2076
H 0.0892 2.1910 0.5206
H 0.9287 -1.5521 -0.4244
H 2.4921 -1.2675 0.3425
H -3.4341 0.2181 -0.9338
```

***

Copy entry 5 word for word.
C3H4N2 | ωB97M-V/def2-TZVPD

Properties
Orbital gap   9.45 eV
Relative energy (zero: lowest compared OMol25 entry of this formula, charge and spin)   2.868 eV
LUMO energy   0.311 eV

The geometry in XYZ format:
```
9
C3H4N2 | the OMol25 dataset | ωB97M-V/def2-TZVPD
N -2.2056 -0.5462 -0.1267
C -1.1055 -0.0106 0.1951
C -0.1523 0.9360 0.0883
C 1.1480 0.5236 -0.0522
N 1.6483 -0.8112 -0.0591
H -0.4844 2.0388 -0.0767
H 2.0578 1.2801 -0.4317
H 2.3418 -1.1328 0.6131
H 0.6452 -1.3783 -0.1916
```

***

- Which formula does entry 4 have?
  C3H4N2

***

- What is the relative energy (zero: lowest compared OMol25 entry of this formula, charge and spin) in the first record?
  1.587 eV

***

- relative energy (zero: lowest compared OMol25 entry of this formula, charge and spin) of number 4 (C3H4N2)?
  1.988 eV